This record from the Open Molecules 2025 dataset describes a structure of composition C21H14CeIN8O5S at a distorted geometry. The level of theory is ωB97M-V/def2-TZVPD.

```
51
Properties=species:S:1:pos:R:3
Ce 0.412 -0.167 -0.203
O 1.660 4.928 3.435
C 1.545 4.044 2.591
C 0.417 3.962 1.540
O -0.394 4.846 1.286
C 0.666 2.648 0.954
C 1.809 2.005 1.339
O 2.112 0.796 0.977
C 2.449 2.890 2.380
O 3.565 2.690 2.870
O -0.060 2.104 0.004
N -3.577 1.394 -1.803
C -2.350 1.683 -1.300
N -1.543 0.603 -1.491
C -2.385 -0.331 -1.949
N -3.656 0.094 -2.171
C -1.949 -1.675 -2.269
C -2.933 -2.717 -2.508
N -2.459 -3.920 -2.624
C -1.172 -4.208 -2.434
C -0.219 -3.194 -2.314
N -0.620 -1.925 -2.208
H -4.439 1.948 -1.827
H -1.990 2.695 -1.130
H -3.992 -2.513 -2.492
H -0.944 -5.275 -2.400
H 0.772 -3.413 -2.324
I 5.944 0.325 0.103
C 4.426 -0.060 -1.286
C 4.266 0.682 -2.480
C 3.169 0.424 -3.338
C 2.221 -0.524 -2.964
N 2.334 -1.162 -1.800
C 3.444 -1.012 -1.010
H 4.988 1.403 -2.790
H 3.199 0.829 -4.338
H 1.396 -0.709 -3.599
H 3.543 -1.814 -0.256
C -2.056 1.269 2.692
C -1.612 -0.125 2.879
C -2.084 -0.804 3.997
C -1.648 -2.113 4.144
N -0.808 -2.752 3.256
C -0.420 -2.007 2.145
S 0.579 -2.915 1.078
N -0.806 -0.728 1.981
H -1.672 1.819 3.539
H -3.203 1.299 2.482
H -1.538 1.682 1.800
H -2.563 -0.243 4.811
H -1.822 -2.755 5.027
```

The net charge is +1. Its highest occupied orbital energy (spin up / spin down) is -11.487 / -11.494 eV. The value obtained for the relative energy (zero: lowest compared OMol25 entry of this formula, charge and spin) is 13.17 kcal per mole. For the total energy, the calculation gives -2793.6886 Ha.

Here are the Löwdin charges for atoms 1 to 6, given in e: 1.3520 0.1793 -0.2068 -0.2381 0.1398 -0.2956